# C12H32F18N7O16P2S6

9 unconnected molecules or ions with the total composition C12H32F18N7O16P2S6 at a distorted geometry (wB97M-V/def2-TZVPD, the Open Molecules 2025 dataset).

Each line ends with the Mulliken charge.
Atoms and positions in Å:
C  -1.900  -5.649  -0.684  -0.964
C  -2.778  -4.728  0.080  0.687
O  -3.296  -4.980  1.127  -0.444
N  -3.355  -3.475  -0.589  0.008
H  -3.375  -2.856  0.227  0.337
H  -2.643  -3.018  -1.163  0.268
C  -4.622  -3.688  -1.338  -0.791
H  -0.873  -5.270  -0.693  0.230
H  -2.216  -5.710  -1.729  0.371
H  -1.980  -6.649  -0.267  0.320
H  -4.869  -2.694  -1.704  0.358
H  -5.356  -4.115  -0.659  0.353
H  -4.474  -4.372  -2.170  0.316
C  1.782  -1.094  -7.107  -0.828
C  2.695  -1.957  -6.258  0.430
O  3.826  -2.212  -6.479  -0.422
N  1.966  -2.561  -5.069  -0.061
H  1.011  -2.848  -5.281  0.420
H  2.310  -3.499  -4.842  0.410
C  2.065  -1.642  -3.845  -0.789
H  0.880  -0.731  -6.623  0.273
H  1.617  -1.748  -7.967  0.354
H  2.411  -0.260  -7.416  0.330
H  1.571  -0.697  -4.052  0.191
H  3.118  -1.480  -3.631  0.324
H  1.524  -2.130  -3.038  0.322
C  3.601  0.969  -1.284  -0.360
C  3.579  2.323  -0.684  0.428
O  4.487  3.091  -0.703  -0.514
N  2.244  2.745  -0.105  0.930
H  1.682  3.237  -0.804  0.435
H  1.691  1.880  0.018  -0.567
C  2.303  3.606  1.146  -0.672
H  2.587  0.746  -1.604  -0.335
H  3.993  0.245  -0.564  0.446
H  4.338  0.915  -2.082  0.398
H  2.868  3.097  1.924  0.389
H  1.312  3.694  1.597  0.076
H  2.680  4.593  0.902  0.447
C  -2.765  3.321  2.139  -0.845
C  -2.111  3.244  0.753  0.677
O  -1.796  4.243  0.186  -0.481
N  -1.981  1.866  0.131  0.730
H  -0.957  1.673  0.083  -0.334
H  -2.347  1.180  0.789  0.471
C  -2.640  1.716  -1.227  -0.799
H  -2.890  4.375  2.366  0.354
H  -2.166  2.792  2.887  -0.026
H  -3.756  2.861  2.186  0.468
H  -3.713  1.786  -1.083  0.375
H  -2.344  0.728  -1.576  0.218
H  -2.149  2.484  -1.820  0.400
P  0.219  5.006  4.263  1.285
F  0.067  6.546  4.762  -0.381
F  1.772  5.396  3.941  -0.419
F  0.756  4.634  5.756  -0.384
F  0.426  3.461  3.728  -0.467
F  -1.287  4.598  4.644  -0.332
F  -0.318  5.499  2.806  -0.364
P  1.524  2.648  -4.471  1.239
F  0.358  3.653  -4.918  -0.381
F  2.427  3.147  -5.714  -0.363
F  2.115  3.826  -3.543  -0.393
F  2.710  1.596  -4.042  -0.281
F  0.607  2.159  -3.180  -0.392
F  0.884  1.344  -5.274  -0.405
N  -2.683  0.327  6.142  -0.479
S  -3.853  1.021  7.189  1.069
O  -4.786  1.968  6.638  -0.581
O  -3.369  1.249  8.531  -0.596
F  -4.802  -0.276  7.310  -0.285
S  -2.175  1.700  5.645  1.376
O  -1.619  2.641  6.589  -0.584
O  -2.943  2.254  4.557  -0.612
F  -0.790  1.128  5.028  -0.298
N  0.407  0.772  0.482  -0.462
S  0.817  0.175  2.080  0.947
O  2.178  0.383  2.475  -0.678
O  0.075  -0.933  2.654  -0.506
F  0.112  1.440  2.740  -0.033
S  0.366  -0.664  -0.035  0.802
O  -0.950  -1.267  0.113  -0.462
O  1.541  -1.502  -0.103  -0.559
F  0.506  -0.124  -1.545  -0.331
N  1.980  -5.814  2.228  -0.448
S  1.766  -4.230  1.917  1.078
O  0.506  -3.986  1.278  -0.349
O  2.897  -3.422  1.612  -0.493
F  1.347  -3.797  3.399  -0.324
S  2.413  -6.133  0.731  1.096
O  3.661  -5.627  0.165  -0.602
O  1.351  -6.561  -0.160  -0.623
F  2.997  -7.585  1.185  -0.338

- Energy relative to the best compared isomer or geometry (same formula, charge and spin): 0.000 eV
- E_LUMO: -0.03357 hartree
- Charge: -1
- HOMO-LUMO gap: 5.22 eV